# 1
{
  "formula": "C27H29F5N9O5ReS3",
  "method": "ωB97M-V/def2-TZVPD",
  "spin_multiplicity": 4,
  "homo_lumo_gap_ev": [3.8392, 2.6095],
  "e_tot_ha": -3687.09091,
  "charge": 1,
  "symbols": ["Re", "S", "C", "N", "C", "S", "C", "O", "H", "H", "H", "H", "H", "H", "O", "S", "O", "O", "C", "N", "C", "C", "C", "N", "C", "C", "C", "N", "C", "C", "H", "H", "H", "H", "H", "H", "F", "C", "F", "C", "F", "F", "F", "C", "C", "N", "C", "C", "N", "C", "N", "N", "N", "C", "C", "C", "C", "C", "C", "H", "H", "H", "H", "H", "H", "H", "H", "H", "H", "H", "C", "C", "O", "H", "H", "H", "H", "H", "H"],
  "xyz": [[-0.28056, 0.16157, -0.26798], [-1.13246, -0.02763, 2.06172], [0.37684, -0.27343, 2.64692], [1.47324, -0.38843, 2.99562], [4.01554, 1.64597, 0.06072], [2.85644, 0.73607, 1.14082], [3.93144, -0.68843, 1.47052], [1.88444, 0.17317, 0.10422], [4.89324, 1.91637, 0.63582], [3.51074, 2.54097, -0.28548], [4.28404, 1.02927, -0.78758], [4.75204, -0.36423, 2.10112], [4.29744, -1.09693, 0.53532], [3.33024, -1.41523, 2.00742], [1.39454, 9.20347, 3.06582], [0.02094, 8.80747, 3.26272], [-0.21206, 7.58237, 3.96742], [-0.99226, 9.81737, 3.32372], [-0.16386, 8.26497, 1.44562], [-0.22346, 9.21007, 0.56532], [-0.23266, 8.82087, -0.70288], [-0.17766, 7.47177, -1.03968], [-0.13216, 6.54867, 0.00932], [-0.11566, 6.98787, 1.27752], [-0.12856, 5.09137, -0.13798], [-0.55626, 4.43647, -1.29168], [-0.60426, 3.05767, -1.31238], [-0.23656, 2.28317, -0.28208], [0.20764, 2.91407, 0.81542], [0.26334, 4.28537, 0.93432], [-0.28786, 9.60737, -1.44148], [-0.15946, 7.16547, -2.07328], [-0.87386, 4.98307, -2.16318], [-0.95606, 2.57077, -2.20738], [0.51504, 2.29507, 1.64832], [0.59634, 4.74177, 1.85122], [-0.92426, 0.65987, -3.08888], [0.04184, -0.04873, -2.38698], [-0.14066, -1.32433, -2.85258], [1.40834, 0.41837, -2.91118], [2.36614, -0.44903, -2.58118], [1.74744, 1.59577, -2.33848], [1.46024, 0.59987, -4.22558], [-2.57236, -2.77113, -0.13538], [-1.13246, -2.93313, -0.45078], [-0.18656, -2.00703, -0.32428], [1.00034, -2.61743, -0.63118], [0.76484, -3.91003, -0.96578], [-0.58436, -4.10113, -0.84658], [-1.29456, -5.32023, -1.19248], [-0.48146, -6.47293, -0.99978], [-0.05936, -7.21873, -2.04218], [0.62724, -8.18893, -1.64018], [0.72424, -8.15473, -0.27838], [1.37124, -8.97643, 0.64402], [1.27464, -8.62423, 1.97072], [0.56154, -7.49263, 2.39122], [-0.09396, -6.67073, 1.50072], [-0.00286, -7.02043, 0.16122], [-2.71796, -1.81893, 0.36662], [-2.90946, -3.56563, 0.53112], [-3.18666, -2.79763, -1.03528], [1.92644, -2.08243, -0.60638], [1.43994, -4.68513, -1.26028], [-1.56916, -5.30133, -2.25698], [-2.19986, -5.38833, -0.57568], [1.91884, -9.84443, 0.31732], [1.75924, -9.23553, 2.71612], [0.53324, -7.25923, 3.44432], [-0.64136, -5.79943, 1.82822], [-4.83486, 0.88147, -0.33948], [-3.37986, 1.30637, -0.25058], [-2.52666, 0.29087, -0.79548], [-5.46416, 1.64867, 0.10132], [-4.99046, -0.04423, 0.20812], [-5.13186, 0.74117, -1.37678], [-3.08776, 1.43577, 0.79372], [-3.22196, 2.25157, -0.77948], [-2.72836, 0.19897, -1.74028]],
  "mulliken_spin": [2.65, 0.06, 0.01, 0.05, 0.01, 0.02, 0.00, 0.06, 0.00, 0.00, 0.00, 0.00, 0.00, 0.00, 0.00, 0.00, 0.00, 0.00, 0.00, 0.01, 0.00, 0.01, 0.00, 0.00, 0.01, -0.01, 0.01, -0.02, 0.01, -0.01, 0.00, 0.00, 0.00, -0.01, 0.00, 0.00, 0.01, 0.01, 0.01, 0.05, 0.00, 0.00, 0.00, 0.02, 0.00, 0.00, 0.02, -0.02, 0.01, 0.00, 0.00, 0.00, 0.00, 0.00, 0.00, 0.00, 0.00, 0.00, 0.00, -0.02, 0.00, 0.00, 0.00, 0.00, 0.00, 0.00, 0.00, 0.00, 0.00, 0.00, 0.00, 0.01, 0.02, 0.00, 0.00, 0.00, 0.00, 0.01, 0.00]
}

# 2
{
  "formula": "C27H29FIN7O5STi",
  "method": "ωB97M-V/def2-TZVPD",
  "spin_multiplicity": 2,
  "homo_lumo_gap_ev": [4.5973, 6.7777],
  "e_tot_ha": -3450.86955,
  "charge": 1,
  "symbols": ["Ti", "C", "C", "N", "C", "C", "C", "O", "O", "C", "O", "C", "C", "C", "F", "C", "C", "C", "N", "C", "C", "N", "C", "C", "H", "H", "H", "H", "H", "H", "H", "H", "H", "H", "H", "H", "H", "H", "H", "H", "H", "H", "N", "C", "C", "C", "C", "C", "C", "S", "O", "O", "N", "C", "N", "C", "C", "C", "N", "H", "H", "H", "H", "H", "H", "H", "H", "H", "I", "C", "H", "H"],
  "xyz": [[0.06382, -0.17013, -0.46680], [6.55890, 3.31169, 1.57021], [6.08379, 1.98718, 2.14615], [4.99250, 1.39720, 1.37488], [3.71815, 1.55433, 1.82794], [2.62731, 1.11208, 1.14524], [1.29207, 1.30964, 1.78214], [1.14054, 1.92247, 2.80694], [0.27806, 0.73151, 1.13873], [2.83978, 0.47031, -0.10006], [1.81338, 0.05335, -0.85582], [4.14259, 0.24103, -0.57982], [4.37819, -0.46051, -1.77607], [5.67101, -0.61715, -2.21117], [5.88441, -1.24182, -3.39653], [6.76807, -0.14393, -1.50920], [6.53746, 0.54200, -0.30444], [5.25294, 0.73802, 0.16624], [8.11646, -0.27061, -1.97483], [8.55944, 0.82433, -2.81839], [10.07386, 0.84709, -2.87234], [10.55465, -0.49285, -3.37387], [10.03690, -1.62824, -2.52137], [8.52368, -1.55254, -2.51206], [7.38308, 3.70643, 2.16468], [5.75143, 4.04377, 1.57999], [6.89900, 3.20330, 0.54022], [5.71366, 2.12785, 3.16041], [6.89542, 1.26077, 2.21644], [3.59865, 2.05139, 2.78008], [3.55298, -0.86873, -2.34380], [7.39882, 0.89231, 0.24476], [8.21187, 1.76995, -2.40513], [8.15289, 0.75072, -3.84250], [10.50220, 0.96778, -1.87894], [10.46305, 1.60819, -3.54575], [11.57359, -0.51241, -3.41486], [10.21605, -0.62618, -4.33028], [10.45741, -1.48100, -1.52844], [10.40845, -2.55379, -2.95699], [8.13423, -2.35401, -1.88544], [8.14950, -1.73448, -3.53078], [-3.13829, -6.32952, -5.25263], [-2.35637, -5.42764, -4.57174], [-1.02472, -5.72907, -4.26521], [-0.22613, -4.80678, -3.62020], [-0.74540, -3.56795, -3.27982], [-2.06983, -3.25336, -3.57307], [-2.87037, -4.17209, -4.21267], [0.23138, -2.38814, -2.45519], [0.10967, -1.08013, -3.08106], [1.54432, -2.94054, -2.26397], [-0.51517, -2.05779, -1.04441], [-0.41283, -2.87250, 0.06841], [-0.45270, -4.19271, 0.00218], [-0.34305, -4.80608, 1.17982], [-0.20313, -4.12635, 2.38203], [-0.19108, -2.74177, 2.32365], [-0.31133, -2.10787, 1.16364], [-2.84236, -7.28984, -5.27174], [-4.13436, -6.19694, -5.23475], [-0.62066, -6.69581, -4.53912], [0.79905, -5.04534, -3.37331], [-2.46754, -2.28483, -3.29546], [-3.89872, -3.92677, -4.44614], [-0.36847, -5.88980, 1.16183], [-0.11599, -4.65279, 3.32011], [-0.09597, -2.12620, 3.21036], [-2.82612, 0.66674, -0.69321], [-0.93890, 1.33888, -1.45342], [-0.80227, 2.35618, -1.10183], [-0.96687, 1.24965, -2.53492]],
  "mulliken_spin": [0.10, 0.01, 0.00, 0.09, 0.17, -0.01, -0.02, 0.01, 0.00, 0.26, -0.01, -0.01, 0.18, -0.07, 0.00, 0.12, 0.02, 0.07, 0.00, 0.02, 0.00, 0.00, 0.00, 0.01, 0.00, 0.00, 0.00, 0.01, 0.00, 0.02, 0.04, 0.01, 0.00, 0.00, 0.00, 0.00, 0.00, 0.00, 0.00, 0.00, 0.00, 0.00, 0.00, 0.00, 0.00, 0.00, 0.00, 0.00, 0.00, 0.00, 0.00, 0.00, 0.01, 0.00, 0.00, 0.00, 0.00, 0.00, 0.00, 0.00, 0.00, 0.00, 0.00, 0.00, 0.00, 0.00, 0.00, 0.00, 0.00, -0.01, 0.00, 0.00]
}

# 3
{
  "formula": "C27H29FeN6O2S",
  "method": "ωB97M-V/def2-TZVPD",
  "spin_multiplicity": 5,
  "homo_lumo_gap_ev": [7.2008, 7.0266],
  "e_tot_ha": -3187.10761,
  "charge": 1,
  "symbols": ["Fe", "O", "C", "O", "C", "C", "C", "N", "C", "C", "C", "C", "C", "C", "C", "N", "C", "C", "C", "C", "C", "N", "H", "H", "H", "H", "H", "H", "H", "H", "H", "H", "S", "C", "N", "C", "C", "C", "C", "H", "H", "H", "H", "H", "C", "C", "N", "C", "C", "C", "C", "N", "H", "H", "H", "H", "H", "H", "H", "H", "H", "H", "H", "H", "H", "H"],
  "xyz": [[0.19869, 0.41919, 0.24840], [4.68271, -4.10325, 2.73544], [3.70118, -4.37297, 2.03599], [3.46409, -5.30914, 1.24720], [2.60533, -3.26546, 2.00205], [1.40241, -3.48773, 1.34043], [0.60650, -2.40198, 1.02502], [0.97505, -1.15453, 1.35467], [2.08018, -0.93899, 2.07727], [2.91205, -1.98376, 2.44014], [2.34783, 0.49453, 2.35663], [3.37605, 0.92070, 3.18553], [3.54944, 2.28028, 3.38776], [2.69855, 3.17428, 2.75714], [1.70256, 2.66913, 1.94014], [1.52619, 1.36413, 1.74489], [-0.63152, -2.47289, 0.21363], [-1.25285, -3.67508, -0.10510], [-2.38641, -3.65135, -0.89731], [-2.86975, -2.43269, -1.35517], [-2.19703, -1.28114, -0.99241], [-1.10800, -1.29406, -0.22313], [1.20147, -4.49664, 1.00822], [3.84035, -1.85721, 2.98103], [4.02409, 0.20465, 3.66845], [4.34224, 2.63527, 4.03194], [2.80209, 4.24126, 2.88930], [1.02266, 3.32533, 1.41032], [-0.85690, -4.60960, 0.26416], [-2.88768, -4.57439, -1.15508], [-3.75125, -2.37200, -1.97673], [-2.52810, -0.30547, -1.32810], [1.87356, 0.24058, -1.57324], [2.16708, -1.45833, -1.67376], [3.24577, -1.96461, -1.02095], [3.58932, -3.26848, -0.98498], [2.83766, -4.18453, -1.66877], [1.74296, -3.71684, -2.39592], [1.40512, -2.37795, -2.39617], [3.80451, -1.29688, -0.50363], [4.44211, -3.53378, -0.37762], [3.08698, -5.23118, -1.59903], [1.13542, -4.41770, -2.95397], [0.55254, -2.00927, -2.94771], [-2.51063, 2.99744, -3.20124], [-2.11095, 3.98151, -2.10770], [-2.55593, 3.59506, -0.76469], [-3.73914, 4.27802, -0.22921], [-5.05151, 3.69232, -0.72890], [-1.93659, 2.60895, -0.10580], [-2.44065, 2.21849, 1.25436], [-0.89837, 1.96508, -0.57051], [-2.12876, 3.34153, -4.16173], [-3.59362, 2.91769, -3.27659], [-2.11034, 1.99892, -3.02384], [-2.54550, 4.95818, -2.31251], [-1.02768, 4.13161, -2.09067], [-3.65839, 5.32481, -0.52261], [-3.69665, 4.26415, 0.85781], [-5.16446, 3.83130, -1.80314], [-5.89069, 4.18598, -0.24027], [-5.11503, 2.62463, -0.51580], [-2.27947, 3.02289, 1.97287], [-1.90716, 1.33752, 1.60858], [-3.50606, 1.99247, 1.23890], [-0.60764, 2.26202, -1.49424]],
  "mulliken_spin": [3.76, 0.00, 0.00, 0.00, 0.00, 0.00, 0.00, 0.04, 0.04, -0.01, -0.02, 0.00, 0.00, 0.00, 0.01, 0.00, 0.03, 0.00, 0.00, 0.00, 0.01, -0.01, 0.00, 0.00, 0.00, 0.00, 0.00, 0.00, 0.00, 0.00, 0.00, 0.00, 0.05, 0.01, 0.01, 0.00, 0.01, 0.00, 0.00, 0.00, 0.00, 0.00, 0.00, 0.00, 0.00, 0.00, 0.01, 0.00, 0.00, -0.01, 0.02, 0.00, 0.00, 0.00, 0.00, 0.00, 0.00, 0.00, 0.00, 0.00, 0.00, 0.00, 0.00, 0.03, 0.00, 0.01]
}